[1]
{
  "formula": "C2H3N3O",
  "method": "ωB97M-V/def2-TZVPD",
  "symbols": ["O", "C", "N", "N", "C", "N", "H", "H", "H"],
  "xyz": [[-0.484172, 0.052705, 1.974411], [-1.373234, 0.155658, -0.249201], [-0.801358, -0.020521, -1.440609], [0.553473, -0.085606, -1.247624], [0.880114, 0.041525, 0.029924], [-0.295778, 0.178615, 0.629773], [-1.456308, -0.064415, 1.982981], [1.166392, -0.354946, -2.001415], [1.872900, 0.087682, 0.451624]],
  "atomic_forces_ev_per_a": [[-0.1710, 0.3452, 0.2494], [0.2978, -0.2534, -0.1982], [-0.0891, 0.0556, 0.0935], [0.1722, 0.0572, 0.0269], [-0.2500, -0.0873, -0.1240], [0.0807, -0.3179, -0.2792], [0.1809, 0.1037, 0.1934], [-0.0181, 0.2977, 0.0091], [-0.2034, -0.2007, 0.0291]],
  "lowdin_charge": [0.023, -0.135, -0.011, -0.006, -0.066, -0.203, 0.103, 0.150, 0.145],
  "gap_ev": 9.568,
  "multiplicity": 1,
  "e_tot_ha": -317.3793,
  "max_force_ev_per_a": 0.46,
  "relative_energy_kj_mol": 401.7
}

***

[2]
{
  "formula": "C3H5N2O4",
  "method": "ωB97M-V/def2-TZVPD",
  "symbols": ["C", "C", "C", "N", "N", "O", "O", "O", "O", "H", "H", "H", "H", "H"],
  "xyz": [[1.034795, -0.957003, -0.087057], [-0.872806, 0.403682, -0.739133], [0.593913, 0.100581, -1.127002], [0.732287, -0.549644, 1.150099], [-0.667718, 0.766153, 0.664499], [-1.564735, 0.197475, 1.457243], [1.603636, -1.994800, -0.314316], [1.276043, 1.302683, -0.913564], [0.259143, -1.237220, 2.123679], [-1.382595, 1.275465, -1.228951], [-1.610072, -0.376831, -0.733305], [0.809751, -0.194090, -2.159266], [0.710425, 1.621509, -0.247906], [-0.922067, -0.357958, 2.154980]],
  "atomic_forces_ev_per_a": [[1.2610, 0.0243, -0.6358], [-0.3165, 0.5454, 0.9545], [-0.4870, -0.8237, -0.4523], [-1.2735, 0.7940, 1.7329], [-0.3101, 3.5011, -1.8582], [-0.8538, -1.6425, 3.0749], [0.4090, -2.1679, -1.3631], [1.4624, -0.1201, -1.4968], [1.6492, -0.6746, -0.3131], [0.9101, -0.5309, -0.2039], [-0.0406, -1.0681, -0.4556], [-0.2098, -0.4448, 0.2340], [-0.6384, 1.8011, 2.2704], [-1.5620, 0.8067, -1.4880]],
  "lowdin_charge": [-0.472, -0.175, -0.298, -0.056, -0.222, -0.183, 0.050, -0.029, -0.065, 0.114, 0.097, 0.136, 0.016, 0.088],
  "gap_ev": [5.481, 6.667],
  "multiplicity": 3,
  "charge": -1,
  "s_squared": 2.0163,
  "e_tot_ha": -527.5779,
  "max_force_ev_per_a": 3.98
}

***

[3]
{
  "formula": "C24H53N6O7",
  "method": "ωB97M-V/def2-TZVPD",
  "symbols": ["C", "C", "O", "C", "N", "C", "N", "C", "C", "C", "C", "C", "C", "O", "C", "C", "O", "C", "C", "C", "O", "N", "H", "H", "H", "H", "H", "H", "H", "H", "H", "H", "H", "H", "H", "H", "H", "H", "H", "H", "H", "H", "H", "H", "H", "H", "H", "H", "H", "H", "H", "H", "H", "H", "C", "O", "N", "C", "C", "H", "H", "H", "H", "H", "H", "H", "C", "O", "N", "C", "C", "H", "H", "H", "H", "H", "H", "H", "C", "O", "N", "C", "C", "H", "H", "H", "H", "H", "H", "H"],
  "xyz": [[4.849420, -1.484219, -1.510412], [3.870410, -0.460981, -0.945092], [4.566383, 0.748822, -0.616743], [3.849039, 1.910566, -0.780964], [3.013071, 2.226569, 0.388349], [1.791306, 1.747421, 0.589096], [1.088442, 1.987981, 1.723418], [-0.299167, 1.426945, 1.597797], [-0.633461, 0.720443, 2.925085], [-2.066598, 0.784265, 3.501852], [-2.880220, 2.037682, 3.175278], [-3.641414, 1.946005, 1.842511], [-3.908943, 3.321331, 1.227663], [-2.766380, 3.781715, 0.503257], [-3.013845, 3.951829, -0.879783], [-0.196022, 0.586236, 0.241482], [-1.014631, 1.074838, -0.788370], [-0.254197, -0.939753, 0.360948], [-1.633549, -1.543199, 0.667634], [-2.574564, -1.538625, -0.554628], [-1.491015, -2.849457, 1.208760], [1.169447, 0.899854, -0.265363], [4.628627, -2.476232, -1.101640], [4.748101, -1.567104, -2.598118], [5.879669, -1.219201, -1.262584], [3.387740, -0.842222, -0.033784], [3.068928, -0.246206, -1.666108], [3.197844, 1.880968, -1.662672], [4.551983, 2.740024, -0.890333], [3.393711, 2.843490, 1.085065], [1.135179, 2.941312, 2.054759], [-0.952983, 2.277964, 1.390100], [-0.335446, -0.329957, 2.835807], [0.040262, 1.146651, 3.676594], [-2.639413, -0.108658, 3.230377], [-1.959181, 0.724394, 4.591160], [-3.586607, 2.248838, 3.983680], [-2.211835, 2.911445, 3.124020], [-4.619991, 1.465211, 1.977962], [-3.094674, 1.304096, 1.144134], [-4.791817, 3.304186, 0.582509], [-4.085553, 4.038850, 2.040267], [-3.646687, 4.827111, -1.058952], [-3.491530, 3.066457, -1.315850], [-2.049790, 4.105478, -1.373759], [-1.943733, 0.950074, -0.586529], [0.464633, -1.256102, 1.126753], [0.090670, -1.347152, -0.599046], [-2.100189, -0.965409, 1.462097], [-3.038035, -2.528045, -0.634498], [-2.054704, -1.306404, -1.486510], [-3.393698, -0.817609, -0.435571], [-0.756295, -3.295449, 0.788562], [1.187666, 1.096668, -1.259462], [2.043923, -0.590698, -4.499265], [1.399949, -0.814247, -3.484805], [2.053018, -1.384504, -5.577071], [2.830932, -1.074314, -6.761734], [1.247637, -2.596961, -5.552152], [2.680464, 0.302799, -4.614632], [2.181502, -0.966451, -7.631253], [3.556542, -1.863339, -6.963400], [3.366449, -0.139317, -6.610559], [0.196055, -2.353822, -5.403258], [1.562260, -3.248195, -4.737040], [1.367802, -3.118246, -6.497711], [-7.014538, -0.159797, -0.721836], [-6.412640, 0.867588, -0.459127], [-7.112278, -1.214532, 0.106561], [-7.835781, -2.419062, -0.251242], [-6.464461, -1.125808, 1.402911], [-7.538529, -0.308204, -1.679382], [-8.653401, -2.601655, 0.447680], [-7.172193, -3.285476, -0.245911], [-8.252556, -2.306945, -1.249786], [-6.869904, -0.286563, 1.969214], [-5.394996, -0.958398, 1.267368], [-6.622655, -2.048086, 1.954941], [5.089809, -1.454602, 3.117996], [4.735456, -2.330098, 3.877073], [6.362765, -1.052234, 2.935806], [6.686352, 0.002376, 2.000024], [7.416477, -1.702328, 3.698984], [4.374158, -0.892777, 2.486666], [7.357064, -0.358635, 1.217354], [7.163609, 0.845668, 2.504507], [5.766012, 0.340672, 1.528775], [7.439645, -2.770940, 3.486532], [7.248037, -1.577376, 4.768361], [8.371647, -1.259230, 3.429201]],
  "atomic_forces_ev_per_a": [[-0.2553, -0.2136, -0.0779], [-0.2118, -0.3908, 0.0637], [0.1716, 0.1713, -0.3513], [-0.0406, 0.1469, 0.0755], [-0.4528, 0.1694, -0.2498], [-0.2110, -0.2261, -0.1434], [-0.1726, -0.2490, -1.1501], [0.3485, 0.0316, -0.2725], [-0.0109, -0.2885, -0.0690], [-0.1027, 0.0260, 0.2688], [0.2188, 0.1429, -0.3675], [-0.4996, 0.1829, 0.2104], [0.2023, -0.0393, 0.1026], [0.0595, -0.1496, 0.0401], [0.1889, 0.0401, -0.0734], [0.3917, -0.1755, 0.0105], [0.1691, 0.2857, 0.1651], [-0.2021, -0.1186, 0.0073], [0.0567, 0.1529, -0.2319], [-0.1348, -0.0650, 0.1002], [-0.1558, 0.2342, 0.2116], [-0.3082, 0.9331, 1.2836], [0.1335, 0.1723, -0.0404], [0.1678, 0.1419, 0.1739], [-0.1367, -0.0350, 0.0169], [0.1109, 0.0716, -0.1280], [0.2141, -0.0688, 0.1022], [0.0908, -0.0497, 0.0074], [-0.0902, -0.1423, 0.0378], [0.0551, -0.0397, 0.1612], [0.2194, -0.0863, 0.3641], [-0.1816, -0.1623, 0.0054], [0.0195, 0.1358, 0.1689], [-0.1074, 0.0315, -0.1786], [0.0144, 0.1129, -0.0716], [0.0503, -0.0839, -0.1735], [0.0658, -0.0433, -0.1035], [-0.0649, -0.1285, 0.1168], [0.2449, -0.0764, 0.1008], [-0.0274, 0.1029, -0.1649], [0.0869, -0.0537, 0.0154], [-0.1234, -0.0784, -0.1353], [-0.0247, -0.0761, -0.0321], [-0.0229, 0.0477, 0.0123], [-0.1429, -0.0046, 0.1061], [-0.3045, -0.0696, 0.0838], [-0.1242, 0.0727, -0.0474], [0.0433, 0.1279, 0.0878], [-0.0780, -0.0108, 0.1178], [0.0880, 0.2015, -0.0199], [-0.0114, -0.1273, 0.0372], [0.1006, -0.0379, -0.0262], [0.2004, -0.1940, -0.2179], [0.2787, -0.4084, -0.1231], [0.0205, -0.0434, -0.2151], [0.0258, 0.1711, 0.3397], [0.0058, -0.0053, 0.0207], [-0.0310, -0.0306, 0.0189], [0.0007, 0.0275, 0.0249], [0.0026, -0.0076, 0.0046], [0.0027, 0.0114, -0.0037], [0.0094, 0.0072, -0.0006], [0.0077, 0.0102, -0.0021], [-0.0076, 0.0006, -0.0091], [0.0072, -0.0093, -0.0035], [0.0019, -0.0048, -0.0094], [-0.0265, 0.0450, -0.0514], [0.1361, -0.0180, 0.0503], [-0.0223, -0.0839, 0.0176], [0.0340, 0.0536, 0.0583], [-0.0008, 0.0980, -0.1036], [-0.0030, 0.0037, -0.0037], [-0.0139, -0.0071, -0.0099], [-0.0044, -0.0097, -0.0121], [-0.0074, 0.0015, -0.0139], [0.0227, -0.0159, 0.0471], [0.0457, -0.0201, 0.0957], [-0.0114, -0.0268, -0.0215], [-0.0339, 0.0101, -0.0324], [-0.0262, -0.0520, 0.0431], [0.0159, 0.0535, -0.0346], [0.0350, -0.0998, 0.0860], [-0.0541, -0.0018, -0.0050], [-0.0047, 0.0109, -0.0048], [0.0106, 0.0164, -0.0098], [-0.0009, 0.0040, -0.0048], [0.0463, 0.0672, -0.0630], [0.0074, -0.0051, -0.0016], [0.0063, 0.0018, 0.0058], [0.0113, 0.0047, -0.0027]],
  "lowdin_charge": [-0.042, -0.248, -0.123, -0.191, 0.157, -0.292, 0.155, -0.137, -0.119, -0.182, -0.193, -0.166, -0.205, -0.215, -0.108, -0.392, 0.048, -0.064, -0.406, -0.018, -0.018, 0.194, 0.083, 0.072, 0.079, 0.109, 0.080, 0.135, 0.147, 0.160, 0.165, 0.132, 0.111, 0.119, 0.103, 0.115, 0.120, 0.115, 0.111, 0.089, 0.119, 0.130, 0.093, 0.090, 0.087, 0.080, 0.131, 0.135, 0.105, 0.091, 0.082, 0.067, 0.092, 0.155, -0.357, -0.020, -0.190, -0.047, -0.030, 0.134, 0.094, 0.094, 0.084, 0.095, 0.093, 0.090, -0.351, -0.007, -0.193, -0.052, -0.040, 0.135, 0.092, 0.090, 0.084, 0.094, 0.071, 0.090, -0.366, 0.024, -0.194, -0.059, -0.034, 0.121, 0.092, 0.091, 0.054, 0.095, 0.095, 0.087],
  "gap_ev": 8.918,
  "multiplicity": 1,
  "charge": 1,
  "e_tot_ha": -1801.2676,
  "max_force_ev_per_a": 1.62
}

***

[4]
{
  "formula": "C2H13NO4",
  "method": "ωB97M-V/def2-TZVPD",
  "symbols": ["C", "N", "C", "O", "H", "H", "H", "H", "H", "H", "H", "O", "H", "H", "O", "H", "H", "O", "H", "H"],
  "xyz": [[1.349025, 1.058848, 2.195704], [1.887065, 0.711569, 0.846924], [0.885593, 0.657871, -0.183210], [0.516584, 1.951308, -0.622082], [0.715459, 0.292855, 2.592653], [2.241048, 1.323186, 2.816066], [0.746182, 1.931013, 2.041251], [2.743343, 1.253655, 0.626668], [-0.006234, 0.104831, 0.155907], [1.285830, 0.083312, -0.993788], [1.390423, 2.207894, -1.136048], [-1.640053, -1.488668, -0.872167], [-2.057891, -2.201555, -1.332784], [-2.352680, -0.804586, -0.733805], [-2.355353, 1.273819, -0.608453], [-2.505813, 2.012137, -0.095235], [-1.453897, 1.325932, -0.781078], [-0.015158, -3.804013, -0.423675], [-0.294450, -2.827139, -0.295998], [0.883365, -3.442392, -0.656227]],
  "atomic_forces_ev_per_a": [[1.8339, 0.9529, -1.4332], [0.1167, -0.7247, 0.9727], [0.6963, -0.4740, 1.0991], [2.4621, 0.9113, -2.0635], [0.0580, -0.7018, 0.3171], [-1.0641, -0.4368, -0.0913], [-0.4817, 0.8260, 0.5104], [-1.1195, -0.5540, -0.0050], [0.3486, 0.4450, 0.1787], [0.2230, -0.2790, -0.7782], [-3.0066, -0.1222, 1.3745], [-0.6886, 1.5798, 0.5667], [-0.3822, -0.7210, -0.4640], [1.0950, -0.7537, -0.1164], [-1.9823, -2.5214, -1.0529], [-0.8420, 2.4445, 1.7811], [2.7380, 0.1576, -0.8344], [1.3092, 3.8115, -0.1335], [-0.8429, -2.1625, 0.1274], [-0.4709, -1.6776, 0.0448]],
  "lowdin_charge": [-0.101, -0.119, -0.349, -0.096, 0.066, 0.092, 0.056, 0.113, 0.108, 0.109, 0.157, -0.075, 0.033, 0.055, 0.012, 0.014, -0.032, -0.121, 0.029, 0.048],
  "gap_ev": 9.642,
  "multiplicity": 1,
  "smiles": "CNCO.O.O.O",
  "e_tot_ha": -439.6644,
  "max_force_ev_per_a": 4.03,
  "relative_energy_kj_mol": 153.3
}